Entry from OMol25: the molecule C20H19N3O3S at a distorted geometry (ωB97M-V with the def2-TZVPD basis set).

Each atom is followed by the atoms it is bonded to, with distances in Å.
CARTESIAN COORDINATES (ANGSTROEM)
1 C 0.882 3.195 -2.086  C2 1.497, H28 1.090, H29 1.087, H30 1.087
2 C 1.833 2.415 -1.233  C1 1.497, C3 1.392, C27 1.392
3 C 1.483 2.058 0.066  C2 1.392, C4 1.383, H31 1.080
4 C 2.341 1.305 0.847  C3 1.383, C5 1.381, H32 1.078
5 C 3.554 0.906 0.322  C4 1.381, S6 1.787, C26 1.381
6 S 4.594 -0.227 1.231  C5 1.787, O7 1.429, O8 1.431, N9 1.694
7 O 4.199 -0.259 2.604  S6 1.429
8 O 5.973 -0.026 0.906  S6 1.431
9 N 4.182 -1.695 0.494  S6 1.694, C10 1.393, H33 1.009
10 C 2.834 -1.938 0.241  N9 1.393, C11 1.393, C25 1.393
11 C 1.913 -1.785 1.275  C10 1.393, C12 1.380, H34 1.078
12 C 0.564 -1.944 1.035  C11 1.380, C13 1.393, H35 1.080
13 C 0.106 -2.269 -0.240  C12 1.393, C14 1.490, C24 1.392
14 C -1.336 -2.414 -0.586  C13 1.490, O15 1.219, N16 1.353
15 O -1.718 -3.034 -1.563  C14 1.219
16 N -2.196 -1.804 0.262  C14 1.353, C17 1.440, H36 1.010
17 C -3.608 -1.731 -0.011  N16 1.440, C18 1.504, H37 1.100, H38 1.097
18 C -4.180 -0.429 0.479  C17 1.504, C19 1.393, N23 1.327
19 C -5.507 -0.089 0.232  C18 1.393, C20 1.383, H39 1.079
20 C -5.988 1.110 0.725  C19 1.383, C21 1.388, H40 1.080
21 C -5.132 1.931 1.447  C20 1.388, C22 1.384, H41 1.078
22 C -3.830 1.504 1.638  C21 1.384, N23 1.323, H42 1.083
23 N -3.365 0.358 1.169  C18 1.327, C22 1.323
24 C 1.037 -2.481 -1.253  C13 1.392, C25 1.379, H43 1.080
25 C 2.386 -2.311 -1.024  C10 1.393, C24 1.379, H44 1.081
26 C 3.928 1.254 -0.961  C5 1.381, C27 1.383, H45 1.079
27 C 3.069 2.015 -1.733  C2 1.392, C26 1.383, H46 1.080
28 H 0.175 2.516 -2.562  C1 1.090
29 H 1.410 3.735 -2.867  C1 1.087
30 H 0.314 3.902 -1.486  C1 1.087
31 H 0.529 2.369 0.464  C3 1.080
32 H 2.093 1.030 1.859  C4 1.078
33 H 4.803 -1.890 -0.278  N9 1.009
34 H 2.280 -1.536 2.258  C11 1.078
35 H -0.127 -1.836 1.857  C12 1.080
36 H -1.877 -1.127 0.941  N16 1.010
37 H -4.134 -2.561 0.481  C17 1.100
38 H -3.763 -1.847 -1.091  C17 1.097
39 H -6.141 -0.756 -0.332  C19 1.079
40 H -7.013 1.403 0.550  C20 1.080
41 H -5.469 2.873 1.849  C21 1.078
42 H -3.118 2.100 2.194  C22 1.083
43 H 0.674 -2.767 -2.229  C24 1.080
44 H 3.100 -2.460 -1.822  C25 1.081
45 H 4.890 0.936 -1.331  C26 1.079
46 H 3.355 2.297 -2.736  C27 1.080

Computed properties:
F_max: 1.0 eV/Å
HOMO: -8.811 eV
ΔE to the lowest compared entry with this formula, charge and spin: 131.5 kJ/mol
HOMO-LUMO gap: 9.292 eV
SMILES: Cc1ccc(S(=O)(=O)Nc2ccc(C(=O)NCc3ccccn3)cc2)cc1